Record 1
Formula: C30H59BrCrN6PSi
Source: OMol25
Level of theory: the ωB97M-V functional and the def2-TZVPD basis

ORCA input file:
```
! wB97M-V def2-TZVPD RIJCOSX def2/J DEFGRID3
* xyz 1 5
Cr 0.99027 -1.98519 0.37748
N 5.27015 -2.10467 0.67040
C 4.24474 -2.13180 -0.18168
N 3.11537 -2.13634 0.50370
C 3.53798 -2.10486 1.80863
N 4.84108 -2.08570 1.94506
C 2.54317 -2.07260 2.87684
C 2.82801 -2.01115 4.23366
N 1.85497 -1.96250 5.13450
C 0.60415 -1.97423 4.69040
C 0.29369 -2.03495 3.33435
N 1.27213 -2.08595 2.43392
H 6.25770 -2.10020 0.47009
H 4.34717 -2.14474 -1.25271
H 3.84990 -1.99732 4.58756
H -0.18649 -1.93269 5.42767
H -0.71851 -2.03716 2.95178
C -1.74666 -0.27320 -2.76876
C -1.28339 -1.73693 -2.78849
C -1.88024 -2.41275 -4.02570
C 0.24607 -1.70414 -2.95879
P -1.74392 -2.52249 -1.12160
N -0.82833 -1.96514 0.01151
C -1.56638 -4.39360 -1.30644
C -0.27693 -4.69081 -2.08514
C -1.37040 -5.02055 0.08418
C -2.72082 -5.10631 -2.01502
C -3.52949 -2.10268 -0.70446
C -4.53336 -2.18826 -1.85415
C -3.99333 -3.04802 0.41383
C -3.57389 -0.68571 -0.09954
H -1.33016 0.23334 -3.64057
H -1.39259 0.23796 -1.87430
H -2.82746 -0.18003 -2.82995
H -1.63672 -1.81016 -4.90404
H -2.96406 -2.49617 -3.97901
H -1.46714 -3.40706 -4.19550
H 0.51513 -0.88944 -3.63190
H 0.64742 -2.62313 -3.37535
H 0.76952 -1.49327 -2.01418
H 0.59176 -4.17110 -1.66247
H -0.35186 -4.43675 -3.14018
H -0.07383 -5.76127 -2.02263
H -0.62346 -4.47239 0.66330
H -1.02005 -6.04563 -0.04614
H -2.28385 -5.06246 0.66635
H -2.92192 -4.70931 -3.00941
H -3.64457 -5.06789 -1.43820
H -2.45874 -6.16031 -2.13034
H -4.54159 -3.16201 -2.34409
H -4.36141 -1.42375 -2.61060
H -5.53389 -2.01827 -1.45008
H -4.16503 -4.06401 0.06331
H -4.94422 -2.67688 0.79911
H -3.28117 -3.07068 1.23845
H -3.49548 0.10027 -0.84362
H -2.77752 -0.55116 0.63165
H -4.53502 -0.55987 0.40134
C 0.20000 2.96605 -2.11177
C 1.08220 3.80981 -1.17998
C 0.52009 5.24186 -1.16105
C 2.47662 3.85584 -1.82389
Si 1.16254 3.11556 0.60814
Br 1.53765 0.85113 0.31870
C 2.68040 3.69509 1.62909
C 2.74712 5.23255 1.64303
C 2.59083 3.21074 3.08462
C 4.01399 3.16131 1.07965
C -0.50495 3.16448 1.56125
C -1.68545 2.83773 0.63157
C -0.57267 2.13988 2.70658
C -0.73874 4.56503 2.15233
H 0.21559 3.42323 -3.10418
H -0.83936 2.91383 -1.79286
H 0.57346 1.94854 -2.21124
H 0.55563 5.64882 -2.17485
H 1.09647 5.91248 -0.52302
H -0.51960 5.27546 -0.83787
H 2.37400 4.20409 -2.85418
H 2.94220 2.86952 -1.85570
H 3.15429 4.54278 -1.31867
H 1.83427 5.69092 2.02312
H 2.95009 5.64845 0.65657
H 3.56378 5.54478 2.29877
H 1.75064 3.64344 3.62600
H 3.50103 3.51076 3.60860
H 2.51884 2.12324 3.14609
H 4.20763 3.44957 0.04908
H 4.06325 2.07425 1.14389
H 4.82386 3.56610 1.69073
H -1.56906 1.86201 0.15902
H -1.83575 3.58717 -0.14459
H -2.60051 2.80360 1.22795
H -0.53168 1.11751 2.32740
H -1.53063 2.26343 3.21703
H 0.21193 2.26390 3.45054
H -0.71242 5.35154 1.39767
H -0.01533 4.81464 2.92784
H -1.72880 4.59290 2.61458
*
```

Energy = -5756.28081 Eh
<S²> = 6.0189
HOMO energy (alpha / beta) = -9.838 / -10.670 eV

***

Record 2
Formula: C30H59IN2O18P
Source: OMol25
Level of theory: the ωB97M-V functional and the def2-TZVPD basis

ORCA input file:
```
! wB97M-V def2-TZVPD RIJCOSX def2/J DEFGRID3
* xyz 1 1
C 0.45886 -2.58325 1.46783
C -0.94646 -3.07208 2.02889
P -1.92040 -3.82334 0.59499
C -1.54971 -5.64178 0.39674
C -3.74351 -3.69493 1.03235
N -4.60644 -2.72385 0.49870
C -5.86718 -2.91153 0.98487
N -5.85790 -3.97885 1.83230
C -4.54683 -4.49620 1.91801
I -3.99003 -6.13401 3.15293
H 1.21354 -2.64471 2.29160
H 0.78438 -3.13527 0.54594
H 0.33714 -1.51000 1.15543
H -1.49712 -2.13727 2.33149
H -0.87313 -3.78334 2.88692
H -1.67204 -6.25411 1.32373
H -2.24526 -6.07008 -0.37468
H -0.50119 -5.82910 0.03207
H -4.30620 -1.99417 -0.14673
H -6.73366 -2.27910 0.69813
H -6.65525 -4.36890 2.34025
C -2.55340 1.12940 1.28798
C -2.60654 2.02964 0.06887
O -1.92599 3.26518 0.30200
C -0.58734 3.18904 0.30917
O 0.06653 2.19180 0.13291
O -0.10545 4.40607 0.56850
C 1.31816 4.44159 0.71161
H -2.94504 1.64748 2.16608
H -3.13747 0.22081 1.12000
H -1.52922 0.83718 1.52461
H -3.64567 2.28323 -0.14619
H -2.20410 1.53550 -0.81852
H 1.81452 4.02064 -0.16214
H 1.61430 3.90828 1.61533
H 1.61768 5.48300 0.80932
C -0.98679 -8.07641 4.79717
C -1.61360 -7.11261 5.78737
O -1.52911 -7.60939 7.12444
C -0.31289 -7.54690 7.68651
O 0.68371 -7.10985 7.17168
O -0.39691 -8.07452 8.91015
C 0.86011 -8.16891 9.58566
H -1.43527 -9.06787 4.89204
H -1.12250 -7.72032 3.77315
H 0.08180 -8.19337 4.97744
H -2.67783 -7.00751 5.56306
H -1.16821 -6.11671 5.72112
H 1.35827 -7.20076 9.63000
H 1.49498 -8.90437 9.09097
H 0.66306 -8.50545 10.60154
C -5.53139 0.50479 -6.40783
C -5.49876 0.23697 -4.91653
O -4.47166 1.00001 -4.26507
C -4.72737 2.30687 -4.11868
O -5.72502 2.87905 -4.47025
O -3.66483 2.87268 -3.53103
C -3.76259 4.29467 -3.41306
H -4.54978 0.32292 -6.85053
H -6.26669 -0.13544 -6.89709
H -5.78826 1.54269 -6.62083
H -5.25739 -0.81326 -4.74435
H -6.46774 0.42837 -4.44929
H -4.67624 4.58643 -2.89537
H -3.71781 4.75475 -4.40036
H -2.90860 4.63597 -2.83033
C 3.34771 -6.11161 -3.61631
C 2.19000 -5.77962 -4.53676
O 1.22542 -4.93495 -3.88866
C 1.58832 -3.65734 -3.73258
O 2.62626 -3.16372 -4.08651
O 0.59829 -3.02182 -3.08744
C 0.90704 -1.66628 -2.75940
H 2.98267 -6.55369 -2.68622
H 4.03260 -6.81072 -4.09768
H 3.90960 -5.21768 -3.34372
H 1.66506 -6.69812 -4.80169
H 2.53079 -5.32121 -5.46730
H 1.20108 -1.10098 -3.64336
H 1.69530 -1.63625 -2.00588
H 0.01044 -1.21173 -2.34069
C 5.79121 1.43240 -1.89061
C 5.83214 1.16936 -0.39813
O 6.86579 1.92912 0.24348
C 6.61942 3.23536 0.38781
O 5.62178 3.81428 0.03961
O 7.68767 3.79573 0.96730
C 7.60097 5.21688 1.08294
H 6.76913 1.24460 -2.33898
H 5.04976 0.79356 -2.37317
H 5.53767 2.47097 -2.10568
H 6.06976 0.11917 -0.22366
H 4.86715 1.36660 0.07481
H 6.69251 5.51614 1.60551
H 7.64275 5.67501 0.09431
H 8.46062 5.55316 1.65962
C -0.16621 8.08976 -0.24214
C -0.22071 8.98506 -1.46403
O 0.46922 10.22205 -1.24261
C 1.80449 10.14682 -1.24245
O 2.46123 9.15206 -1.41662
O 2.28705 11.37005 -0.99256
C 3.70832 11.41185 -0.85818
H -0.54922 8.61499 0.63567
H -0.75586 7.18520 -0.40123
H 0.85714 7.79222 -0.01008
H -1.25890 9.24501 -1.67436
H 0.17361 8.48401 -2.35098
H 4.20058 10.98751 -1.73306
H 4.01334 10.88464 0.04644
H 3.99975 12.45662 -0.76780
*
```

Energy = -3281.18971 Eh
HOMO energy = -11.706 eV

***

Record 3
Formula: C30H59NO10
Source: OMol25
Level of theory: the ωB97M-V functional and the def2-TZVPD basis

ORCA input file:
```
! wB97M-V def2-TZVPD RIJCOSX def2/J DEFGRID3
* xyz 0 1
C 0.73081 0.33509 1.48373
C 1.58362 -0.94264 1.46598
O 1.18671 -1.93497 0.53101
C -0.21568 -2.15154 0.46664
C -0.46004 -3.57989 -0.04952
C -1.46159 -4.34046 0.80860
N -0.85770 -4.66912 2.10103
O -2.58626 -3.50434 1.11010
C -3.82429 -3.96096 0.80020
O -4.04746 -4.66093 -0.16016
C -4.87990 -3.42648 1.73188
C -5.50346 -2.09484 1.22624
C -4.65777 -1.34156 0.19716
C -5.09275 0.09377 -0.01966
O -5.17167 0.60649 -1.09981
O -5.43511 0.79519 1.11854
H 1.38789 1.18564 1.68868
H -0.00641 0.30829 2.28766
H 0.25415 0.53129 0.52279
H 2.60132 -0.65340 1.18938
H 1.63727 -1.34152 2.48675
H -0.65923 -1.43881 -0.23864
H -0.67729 -2.02985 1.44980
H -0.77118 -3.59639 -1.09519
H 0.50131 -4.09939 0.01036
H -1.79596 -5.23348 0.27370
H -1.44428 -5.36106 2.55923
H 0.03023 -5.12998 1.93334
H -5.64785 -4.19145 1.83910
H -4.41738 -3.25938 2.70538
H -6.47449 -2.31858 0.77697
H -5.70337 -1.46146 2.09076
H -4.70604 -1.81822 -0.78425
H -3.60546 -1.29605 0.50603
H -4.63788 1.00435 1.62333
C 4.77601 -1.32192 -2.29101
C 3.28253 -1.29330 -2.60989
C 2.87293 0.04814 -2.02167
O 4.01065 0.90578 -2.13427
C 5.16398 0.13937 -2.48318
H 5.34984 -1.99694 -2.92435
H 4.92827 -1.61716 -1.25041
H 3.12809 -1.29617 -3.69153
H 2.72461 -2.12346 -2.17967
H 2.61285 -0.04773 -0.96392
H 2.02992 0.50357 -2.54314
H 5.42835 0.35071 -3.52510
H 5.99720 0.44456 -1.84738
C -3.12889 -2.95583 5.32287
C -3.01135 -2.16331 6.62320
C -1.56558 -1.68751 6.56109
O -1.25704 -1.52439 5.17648
C -2.27778 -2.12030 4.37470
H -4.15528 -3.07606 4.97728
H -2.69064 -3.94917 5.44603
H -3.69237 -1.30965 6.60527
H -3.22337 -2.74894 7.51639
H -0.88519 -2.43141 6.98943
H -1.40587 -0.73861 7.07420
H -2.87208 -1.31917 3.91325
H -1.81211 -2.70789 3.58335
C 4.76711 5.31404 0.43686
C 5.23139 4.14897 -0.43520
C 4.89625 2.95177 0.44163
O 3.74515 3.32400 1.20730
C 3.51788 4.73023 1.08224
H 4.56958 6.22752 -0.12037
H 5.51829 5.53408 1.19995
H 4.64811 4.11238 -1.35818
H 6.28744 4.19229 -0.70061
H 5.71638 2.72404 1.13368
H 4.66436 2.05951 -0.13777
H 2.63773 4.88838 0.44907
H 3.31129 5.14530 2.06988
C 6.17091 10.01989 -2.40629
C 6.62488 8.85546 -3.28405
C 6.27798 7.65844 -2.40875
O 5.13139 8.04084 -1.64648
C 4.91304 9.44791 -1.76593
H 5.97984 10.93826 -2.95916
H 6.92267 10.23076 -1.64275
H 6.04229 8.83099 -4.20734
H 7.68061 8.89013 -3.54827
H 7.09604 7.41918 -1.72034
H 6.03756 6.76289 -2.98287
H 4.03442 9.61684 -2.39754
H 4.71113 9.85925 -0.77644
C -6.16433 -4.00521 -4.71012
C -5.36872 -5.09214 -3.99033
C -6.15835 -5.24365 -2.69769
O -7.52179 -4.95198 -3.02545
C -7.59317 -4.36753 -4.32577
H -6.01073 -3.98902 -5.78824
H -5.90298 -3.02175 -4.31321
H -5.39642 -6.02079 -4.56514
H -4.32628 -4.83113 -3.81397
H -5.81573 -4.53513 -1.94033
H -6.10164 -6.24742 -2.27561
H -8.01595 -5.10043 -5.02232
H -8.25808 -3.50371 -4.28921
*
```

Energy = -1985.55353 Eh
HOMO energy = -9.011 eV
Structure (SMILES) = CCOCC[C@@H](N)OC(=O)CCCC(=O)O.C1CCOC1.C1CCOC1.C1CCOC1.C1CCOC1.C1CCOC1

***

Record 4
Formula: C30H60B2Cl2N5O8
Source: OMol25
Level of theory: the ωB97M-V functional and the def2-TZVPD basis

ORCA input file:
```
! wB97M-V def2-TZVPD RIJCOSX def2/J DEFGRID3
* xyz 1 1
C 2.01223 -2.95757 2.33534
C 0.54985 -3.43491 2.26629
C -0.11551 -3.28565 0.88664
N -1.17146 -2.27061 0.82075
C -0.86742 -1.04417 0.14258
B 0.46761 -0.28274 0.65105
O 1.59054 -0.38067 -0.13345
C 0.51641 0.59503 1.95240
C -0.15486 0.04872 3.22301
N -1.98915 -0.05916 0.36231
C -1.82513 0.90944 -0.55750
N -2.28167 2.13770 -0.43176
C -2.95874 2.65450 0.76563
C -3.75956 3.90720 0.42741
C -4.94555 3.66867 -0.52965
C -4.70452 4.04269 -2.00713
C -4.93423 2.85923 -2.93334
O -6.30044 2.51474 -2.87311
C -6.55768 1.13524 -3.06026
C -8.04551 0.92860 -3.31358
N -1.15770 0.44096 -1.62916
C -0.34483 1.22198 -2.49058
Cl -1.35590 1.76633 -3.91116
C 0.40862 2.38469 -1.79827
C 1.89211 2.37209 -2.17248
Cl -0.25093 3.99977 -2.16144
C -1.01419 -1.09650 -1.40983
N 0.04914 -1.74006 -2.07903
C -0.11768 -1.98423 -3.52603
C -0.58781 -3.40616 -3.84701
B -2.47947 -1.70689 -1.81183
O -3.40970 -0.90804 -2.44441
O -2.75137 -2.98514 -1.52652
C -4.06757 -3.52162 -1.73859
C -4.10074 -4.93431 -1.19310
H 2.24373 -2.24068 1.54516
H 2.24459 -2.50493 3.30030
H 2.69055 -3.80458 2.21346
H -0.04929 -2.92115 3.02589
H 0.51977 -4.49047 2.54424
H 0.62404 -3.07667 0.11133
H -0.57782 -4.23830 0.61204
H -1.59036 -2.11181 1.72573
H 2.28132 0.23187 0.15875
H 0.11998 1.60101 1.73424
H 1.57396 0.74817 2.19056
H -0.29868 0.85902 3.94165
H 0.50514 -0.66873 3.70881
H -1.14274 -0.39124 3.05727
H -2.21363 0.22098 1.30618
H -2.14797 2.78246 -1.20035
H -2.19283 2.89723 1.51169
H -3.59992 1.88121 1.19617
H -4.13930 4.28982 1.37719
H -3.07667 4.66848 0.03563
H -5.80442 4.21832 -0.14681
H -5.22274 2.60880 -0.48666
H -5.42419 4.80690 -2.30541
H -3.69202 4.43155 -2.16029
H -4.32050 2.00241 -2.62069
H -4.66089 3.11712 -3.96518
H -5.96180 0.74424 -3.89669
H -6.23783 0.57666 -2.17068
H -8.56191 0.59157 -2.41485
H -8.50074 1.85170 -3.66955
H -8.19285 0.15640 -4.07067
H 0.38771 0.57953 -2.96902
H 0.30538 2.27016 -0.71982
H 2.46668 2.88528 -1.40067
H 2.26353 1.34908 -2.25085
H 2.05058 2.89820 -3.11353
H 0.93301 -1.28428 -1.89713
H 0.86150 -1.83013 -3.98644
H -0.78180 -1.24455 -3.99233
H -0.19294 -3.71833 -4.81451
H -1.67509 -3.46290 -3.92359
H -0.26723 -4.08967 -3.06267
H -3.03312 -0.27861 -3.07270
H -4.78481 -2.88897 -1.21246
H -4.29188 -3.50633 -2.80747
H -4.96378 -5.47277 -1.58585
H -4.18479 -4.92986 -0.10494
H -3.18661 -5.46476 -1.46063
O 2.95293 -0.16275 3.94908
C 3.74139 0.73489 3.85220
O 3.57413 1.72915 2.94207
C 4.72645 2.60640 2.95075
C 5.35710 2.41182 4.31886
C 5.02861 0.95052 4.61788
H 5.39600 2.30738 2.14297
H 4.39509 3.62839 2.78577
H 6.42054 2.63870 4.32502
H 4.86641 3.05340 5.05187
H 5.78451 0.27463 4.21362
H 4.89156 0.75481 5.67746
O 8.58071 1.48180 2.51000
C 8.39242 0.32277 2.28823
O 7.27425 -0.13190 1.66310
C 7.27051 -1.57550 1.65221
C 8.72942 -1.98547 1.81553
C 9.27645 -0.84724 2.67287
H 6.64350 -1.92208 2.47700
H 6.83303 -1.90377 0.71276
H 8.84356 -2.97450 2.25247
H 9.22299 -1.98545 0.84340
H 9.14321 -1.03421 3.74000
H 10.31769 -0.60943 2.47696
*
```

Energy = -3024.87668 Eh
HOMO energy = -10.921 eV

***

> What is the energy in the first record?

-5756.28081 Eh

***

> The highest energy belongs to which entry?

C30H59NO10

***

> Among the records above, which one has the lowest energy?

C30H59BrCrN6PSi

***

> The highest energy belongs to which entry?

C30H59NO10